Entry 1:
The following is a DFT calculation (ωB97M-V with the def2-TZVPD basis set) of a 2-piece molecular cluster, C4H12N2O overall.

LUMO level = 0.9 eV
HOMO-LUMO gap = 10.281 eV
HOMO = -9.4 eV
SMILES = [H]/N=C/N.CCCO
charge = 0
relative energy (zero: lowest compared OMol25 entry of this formula, charge and spin) = 31.8 kcal per mole

Positions of all 19 atoms, in Å:
C: 0.4462 0.0881 2.3697
O: -0.8154 -1.0032 0.5226
H: -0.2738 0.7522 -3.4996
C: 0.1493 -1.1727 1.5723
H: 1.5026 1.9497 2.1239
H: 1.1702 -0.1900 3.1521
H: 1.0821 -1.5330 1.1374
N: -1.3064 0.9914 -1.7249
C: -0.3105 0.3885 -2.4520
H: 0.7220 1.3800 0.5620
H: -0.2309 -1.9557 2.2588
C: 1.2241 1.0839 1.4949
H: -1.1033 1.1241 -0.7368
H: 1.3008 -0.5864 -2.5304
H: -2.0653 1.4093 -2.2140
H: 2.1322 0.5844 1.1384
H: -0.3010 -1.0009 -0.2890
N: 0.4482 -0.5343 -1.9849
H: -0.4590 0.5645 2.7754


Entry 2:
The following is a DFT calculation (ωB97M-V with the def2-TZVPD basis set) of one molecule with the formula C21H36N2O2.

LUMO level = 0.7 eV
HOMO-LUMO gap = 8.402 eV
HOMO = -7.7 eV
SMILES = CC(C)(C)c1cc(CN2CCN(CCO)CC2)cc(C(C)(C)C)c1O
charge = 0
relative energy (zero: lowest compared OMol25 entry of this formula, charge and spin) = 31.9 kcal per mole

Positions of all 61 atoms, in Å:
H: -1.6515 -1.2181 -4.8689
C: -1.5834 2.7875 -1.2095
C: -2.0835 -2.5599 0.6774
N: -0.5907 1.1930 -2.7821
C: 1.7430 -0.3897 1.2164
C: -0.8179 0.6924 1.3644
C: -3.1975 -0.7342 1.8715
H: -1.8553 3.4586 -2.0332
H: -1.7907 1.1480 1.4358
H: 0.0284 -2.9967 1.7983
H: 0.2488 -0.2201 -4.0253
H: 1.0067 0.8162 -1.4414
C: -0.6682 -0.6736 1.5662
C: -1.8764 -0.4771 -4.0891
H: -3.6407 -1.2099 -3.6863
H: -2.9501 -3.1885 0.8762
C: 0.6283 -1.2060 1.4791
O: -2.8377 -1.0058 -3.1961
H: -2.2489 0.4366 -4.5698
H: 0.5415 3.6332 -2.5469
H: -1.4246 0.6342 -0.9271
H: 4.0614 0.5612 -0.0953
H: -0.4565 -0.9149 -2.5429
H: -2.3272 2.8955 -0.4177
H: 0.9225 3.5387 0.9039
H: 4.5111 -2.0263 2.4631
N: -0.2977 3.2320 -0.7183
H: -2.5790 1.1445 -2.1739
C: 0.7241 2.9574 -1.7029
H: -0.9093 -2.8551 3.3411
H: 5.1950 -0.3927 0.8511
H: 1.7033 3.1888 -1.2797
H: 2.9543 -1.5430 -0.9333
C: -0.5914 -0.1507 -3.3295
H: -3.3872 -0.2413 0.9212
C: -1.5987 1.3516 -1.7440
H: -2.2643 -2.0185 -0.2502
H: 2.3457 1.6147 0.7695
C: 0.0233 2.9579 0.6736
H: -1.7877 -1.4847 3.9826
H: 4.2276 -2.4078 -0.0655
C: -1.7966 -2.2432 3.2018
O: 0.8637 -2.5426 1.6498
H: -3.1758 0.0076 2.6663
C: 0.7197 1.5208 -2.2402
H: -4.0303 -1.4072 2.0676
C: 3.1485 -0.9784 1.1490
C: 1.5210 0.9601 0.9964
H: 4.2320 0.8444 1.6488
C: 3.4952 -1.6378 2.4909
C: 4.2172 0.0848 0.8703
C: 3.2181 -2.0100 0.0142
H: -1.2334 -3.2155 0.5061
H: -0.8019 3.3638 1.2675
C: 0.2509 1.5113 1.0447
C: -1.8970 -1.5514 1.8285
H: -2.6656 -2.8808 3.3568
H: 2.5379 -2.8346 0.1973
H: 2.8202 -2.4586 2.7064
H: 3.4251 -0.9076 3.2950
H: 1.4541 1.4430 -3.0475


Entry 3:
The following is a DFT calculation (ωB97M-V with the def2-TZVPD basis set) of C2H5OP as an isolated structure.

LUMO level = 0.5 eV
HOMO-LUMO gap = 9.150 eV
HOMO = -8.6 eV
charge = 0
relative energy (zero: lowest compared OMol25 entry of this formula, charge and spin) = 67.6 kcal per mole

Positions of all 9 atoms, in Å:
H: 2.7453 -0.2495 0.4774
H: 1.6592 1.1302 -0.0632
H: 0.6628 -1.8312 0.0328
P: -1.8683 0.1987 0.4033
C: 1.7769 0.0782 0.1230
H: -2.9939 -0.0524 -0.4019
O: -0.8098 -0.0818 -0.7429
C: 0.8357 -0.7851 -0.0613
H: -2.0078 1.5929 0.2327


Entry 4:
The following is a DFT calculation (ωB97M-V with the def2-TZVPD basis set) of C19H24MnN6O3S as an isolated structure.

LUMO level (spin up / spin down) = -7.1 / -7.1 eV
HOMO-LUMO gap (spin up / spin down) = 5.705 / 5.708 eV
spin multiplicity = 2
HOMO (spin up / spin down) = -12.8 / -12.8 eV
charge = +2

Positions of all 54 atoms, in Å:
H: -2.9838 -2.5864 -1.8009
C: 0.4979 4.1127 -2.0546
H: -0.3918 -1.9815 2.4067
H: 2.1706 -0.7934 2.7502
C: 1.2721 -0.7560 -0.8393
C: -2.4478 -2.4601 -0.8675
H: 1.5094 3.8357 -3.8972
C: -1.9051 -1.1471 1.1025
C: 0.2629 2.6324 -1.7525
H: 0.7387 4.6742 -1.1526
C: 2.2343 -1.5245 -1.4683
C: 0.6339 -1.9191 -3.1977
C: -0.6999 -3.1617 0.6625
H: 0.0387 2.0814 -2.6676
C: -2.5798 -1.2942 -0.1295
C: -0.2718 -1.1433 -2.4963
C: -1.4906 -3.3822 -0.4638
H: -1.1340 2.4073 4.6007
C: 1.9044 -2.1182 -2.6759
H: 0.2881 1.0677 6.1171
O: 0.3094 -4.8196 2.3132
N: 1.5502 -0.2494 0.4358
C: -0.2789 1.5640 2.8271
H: -1.2824 -1.0125 -2.8607
S: 0.7245 -4.1739 1.0961
H: -0.9006 2.1657 2.1678
O: 0.9145 -5.0039 -0.0685
H: -0.6502 2.9599 0.0441
H: -3.2573 -0.1448 -1.6573
C: 0.6604 0.6722 2.3075
H: 3.1891 -1.6776 -0.9865
H: 2.6179 -2.7492 -3.1877
N: 0.0309 -0.5607 -1.3308
C: 0.3968 0.9653 5.0460
H: -4.1073 0.1991 -0.3290
H: 1.1567 2.1870 -1.3106
N: 1.6624 4.3012 -2.9980
H: -2.1805 -0.3564 1.8146
N: -3.1852 -0.0890 -0.6450
H: -0.3658 4.5738 -2.5321
H: -1.2760 -4.2633 -1.0585
C: 1.4687 -0.0776 3.1586
H: 2.5366 3.9382 -2.6062
C: -0.9609 -2.0908 1.4919
N: -0.8516 2.4354 -0.8068
H: 1.9436 -0.5185 5.1906
C: 1.3300 0.0751 4.5274
Mn: -1.1823 0.4453 -0.0806
H: 0.3296 -2.3864 -4.1235
H: -1.7126 2.8238 -1.1857
N: 0.6071 0.4201 0.9080
O: 1.7120 -3.1082 1.2637
C: -0.4074 1.7168 4.1954
H: 1.8121 5.2955 -3.1962


Entry 5:
The following is a DFT calculation (ωB97M-V with the def2-TZVPD basis set) of a 2-piece molecular cluster, C3H3F2N overall.

LUMO level = 0.9 eV
HOMO-LUMO gap = 11.164 eV
HOMO = -10.3 eV
SMILES = C=C(F)F.C#N
charge = 0
relative energy (zero: lowest compared OMol25 entry of this formula, charge and spin) = 36.1 kcal per mole

Positions of all 9 atoms, in Å:
H: -0.0518 1.5294 -0.1259
C: -2.0839 -0.6928 0.1633
F: 2.4668 -0.6188 -0.1913
C: 1.2217 -0.1355 -0.2671
H: -1.7394 -0.9828 1.1069
H: 1.4357 1.4008 1.0047
C: 0.8096 1.0273 0.1944
F: 0.5256 -0.9653 -1.0375
N: -2.5843 -0.5622 -0.8475


no.,maximum force (eV/Å)
1,1.58
2,0.53
3,5.54
4,0.95
5,2.26